(1)
{
  "formula": "C5H6N2O4Pd",
  "method": "the ωB97M-V functional and the def2-TZVPD basis",
  "symbols": ["O", "C", "Pd", "C", "C", "O", "O", "C", "N", "C", "N", "O", "H", "H", "H", "H", "H", "H"],
  "xyz": [[2.8948, -1.1398, 0.5208], [1.8643, -0.8021, 0.1484], [-0.0576, -0.0399, -0.1328], [-1.3639, -1.4398, 0.1922], [-0.1130, 0.3010, -2.0233], [-2.1645, -2.1750, 0.5724], [-0.1962, 0.6697, -3.1144], [-0.5553, 1.7328, 4.4987], [-0.3896, 2.4990, 3.2836], [-0.2128, 1.9506, 2.0668], [-0.0968, 2.7872, 1.0058], [-0.1516, 0.6858, 1.9354], [-0.4979, 0.6628, 4.2784], [-1.5269, 1.9581, 4.9512], [0.2296, 1.9982, 5.2141], [-0.4293, 3.5125, 3.3340], [0.0333, 2.3851, 0.0849], [-0.1430, 3.7850, 1.1402]],
  "spin_multiplicity": 3,
  "fmax_ev_per_a": 6.561,
  "gap_ev": [10.447, 4.460],
  "total_charge": 2
}



(2)
{
  "formula": "C5H6N2O4S",
  "method": "the ωB97M-V functional and the def2-TZVPD basis",
  "symbols": ["C", "C", "C", "C", "C", "N", "N", "O", "O", "O", "O", "S", "H", "H", "H", "H", "H", "H"],
  "xyz": [[-2.7533, 1.2592, -0.9101], [-1.4480, 1.0366, -1.3950], [-0.7323, 1.1678, -0.2150], [1.0989, 0.1528, 0.2615], [2.5378, -1.7649, 1.6659], [-2.7661, 1.4250, 0.4280], [-1.0315, 0.7232, -2.6863], [1.9751, 0.1774, -0.5280], [0.0532, -2.0852, 1.1213], [0.5510, -0.4338, 2.7800], [-1.4729, 1.3207, 0.7998], [0.9239, -1.1115, 1.6425], [-3.7738, 1.3851, -1.4337], [2.6021, -2.6962, 2.1862], [2.8396, -1.7753, 0.5820], [3.0954, -0.9503, 2.0980], [-1.6120, 1.0235, -3.4631], [-0.0872, 1.1457, -2.9338]],
  "fmax_ev_per_a": 5.896,
  "de_lowest_ev": 4.834,
  "gap_ev": 8.225
}



(3)
{
  "formula": "C5H6N2OS",
  "method": "the ωB97M-V functional and the def2-TZVPD basis",
  "symbols": ["C", "C", "C", "C", "C", "N", "N", "O", "S", "H", "H", "H", "H", "H", "H"],
  "xyz": [[1.3627, -1.6989, 0.0345], [0.5686, -2.8653, 0.3215], [-1.6234, 1.0552, -0.7591], [-1.1837, 1.0000, 0.7088], [1.0753, 0.8593, 0.2486], [2.5046, -1.5552, -0.3425], [-0.1287, -3.7399, 0.6145], [0.1717, 1.6091, 0.7005], [2.6550, 1.2401, -0.1233], [-2.5826, 0.4343, -1.0331], [-1.7655, 2.0629, -1.0846], [-0.9415, 0.6008, -1.3842], [-1.2153, -0.0121, 1.0894], [-1.8893, 1.5973, 1.3204], [2.9922, -0.5876, -0.3114]],
  "fmax_ev_per_a": 3.470,
  "de_lowest_ev": 5.156,
  "gap_ev": [7.483, 7.594]
}



(4)
{
  "formula": "C5H6N2OS",
  "method": "the ωB97M-V functional and the def2-TZVPD basis",
  "symbols": ["C", "C", "C", "C", "C", "N", "N", "O", "S", "H", "H", "H", "H", "H", "H"],
  "xyz": [[1.1053, 2.2084, -0.2855], [-0.1617, 2.6242, -0.7483], [0.1022, 0.2816, -0.0490], [1.9096, -1.5739, 1.1091], [-1.2006, -1.7320, -0.0601], [1.2432, 0.9268, 0.1036], [-0.0035, -0.9911, 0.2304], [1.9630, -2.6511, 1.5116], [-1.2422, 1.3297, -0.6314], [2.0263, 2.7738, -0.2693], [-0.4704, 3.6737, -1.0999], [2.0961, -0.5572, 0.8087], [-1.0737, -2.7837, 0.2705], [-2.1843, -1.3309, 0.2373], [-1.2607, -1.6745, -1.1288]],
  "fmax_ev_per_a": 4.231,
  "de_lowest_ev": 3.100,
  "gap_ev": 6.629
}



(5)
{
  "formula": "C5H6N2S",
  "method": "the ωB97M-V functional and the def2-TZVPD basis",
  "symbols": ["C", "C", "C", "C", "C", "H", "H", "H", "H", "H", "H", "N", "N", "S"],
  "xyz": [[-0.9746, 0.0752, -0.1000], [-0.8153, 1.4076, -0.0032], [0.4817, 1.4746, 0.0564], [2.4860, 0.0660, -0.0301], [3.1695, -1.0846, -0.1587], [-2.1321, -1.9242, 0.5042], [-1.4888, 2.3071, -0.1744], [0.9831, 2.5073, 0.0544], [2.9639, 1.0575, -0.2866], [2.8588, -2.0541, -0.1195], [4.3189, -0.8773, -0.0888], [1.0061, 0.2471, 0.1415], [0.1356, -0.6797, 0.2838], [-2.5987, -0.6014, -0.0908]],
  "fmax_ev_per_a": 7.136,
  "de_lowest_ev": 3.939,
  "gap_ev": 8.879
}



(6)
{
  "formula": "C5H6N2S",
  "method": "the ωB97M-V functional and the def2-TZVPD basis",
  "symbols": ["C", "C", "C", "C", "C", "H", "H", "H", "H", "H", "H", "N", "N", "S"],
  "xyz": [[-0.6139, -0.8279, 1.8444], [-0.6218, 0.6035, -0.1896], [0.5042, 0.2180, -0.9087], [1.0090, 1.1857, -2.0415], [1.2002, -0.9811, -0.5194], [-0.9944, -1.9549, 1.6025], [-0.7154, -0.6596, 3.1165], [0.7027, -0.8073, 1.4736], [-2.0976, 0.6380, 1.2102], [-1.2043, 1.4081, -0.7699], [1.8662, 0.6098, -2.5503], [-1.1251, 0.1820, 0.9758], [1.8849, -1.8693, -0.2682], [0.2052, 2.2551, -2.9753]],
  "fmax_ev_per_a": 4.866,
  "de_lowest_ev": 4.242,
  "gap_ev": 7.924
}



(7)
{
  "formula": "C5H6N2S",
  "method": "the ωB97M-V functional and the def2-TZVPD basis",
  "symbols": ["C", "C", "C", "C", "C", "H", "H", "H", "H", "H", "H", "N", "N", "S"],
  "xyz": [[1.9870, 0.2747, -0.0280], [0.7959, 0.8954, -0.0160], [-0.5286, 0.3075, -0.0236], [-1.6837, 1.1312, -0.0295], [-2.6283, 1.8477, 0.0085], [3.0352, -1.5041, 0.0470], [1.2000, -1.5174, 0.0479], [2.9477, 0.8596, 0.0919], [0.8127, 1.9466, 0.0051], [-1.7449, -2.9624, 0.0262], [-3.4920, 2.4766, -0.0365], [2.1231, -1.0699, -0.0203], [-0.6329, -0.9958, -0.0684], [-2.1913, -1.6897, -0.0044]],
  "smiles": "C#CC(/C=C\\N)=N\\S",
  "fmax_ev_per_a": 2.149,
  "de_lowest_ev": 3.252,
  "gap_ev": 8.160
}



(8)
{
  "formula": "C5H6N2S",
  "method": "the ωB97M-V functional and the def2-TZVPD basis",
  "symbols": ["C", "C", "C", "C", "C", "N", "N", "S", "H", "H", "H", "H", "H", "H"],
  "xyz": [[0.3913, -0.7704, -1.8511], [-0.2711, 1.0992, 1.2013], [1.1664, -0.8059, 0.3966], [-0.2477, 0.3541, -1.6957], [-1.4614, 1.3879, 0.3057], [1.4164, -1.0579, -0.9046], [0.5634, 0.2383, 0.9079], [-0.9257, 1.7663, -1.4435], [0.0723, -1.5173, -2.6255], [-0.1907, 1.7694, 2.0777], [1.4464, -1.4222, 1.2018], [-1.9771, 0.3301, 0.2922], [-2.1126, 2.2371, 0.5410], [2.1252, -1.7704, -1.2241]],
  "fmax_ev_per_a": 2.759,
  "de_lowest_ev": 0.000,
  "gap_ev": 8.422,
  "total_charge": 2
}



(9)
{
  "formula": "C5H6N2S2",
  "method": "the ωB97M-V functional and the def2-TZVPD basis",
  "symbols": ["C", "C", "C", "C", "C", "N", "N", "S", "S", "H", "H", "H", "H", "H", "H"],
  "xyz": [[0.5310, -1.7208, 1.2970], [0.7589, -0.4094, 1.8400], [0.5722, -1.7379, -0.0054], [1.2104, 0.5320, 0.9540], [-2.2520, 1.0896, -1.2005], [0.6690, 0.8317, -1.4977], [-1.8714, 2.1865, -0.8925], [-3.0986, -0.0919, -1.8297], [1.3930, -0.1798, -0.6209], [0.2953, -2.5336, 1.9784], [0.6736, -0.2378, 3.0149], [0.2974, -2.5391, -0.6629], [1.0375, 1.5539, 0.9473], [0.7926, 0.5935, -2.4756], [-1.0091, 2.6633, -0.8463]],
  "fmax_ev_per_a": 3.630,
  "de_lowest_ev": 2.586,
  "gap_ev": 8.419
}



(10)
{
  "formula": "C5H6N2S2",
  "method": "the ωB97M-V functional and the def2-TZVPD basis",
  "symbols": ["C", "C", "C", "C", "C", "H", "H", "H", "H", "H", "H", "N", "N", "S", "S"],
  "xyz": [[-3.1032, -0.4148, -0.0179], [-0.5325, 0.3409, -0.0286], [1.8060, 0.7885, 0.6541], [3.0031, 0.2721, 0.1964], [1.4859, -0.8677, -0.7112], [-3.6662, -1.2982, 0.0057], [-3.3185, 0.3861, 0.8091], [-3.4316, -0.1617, -0.8148], [1.4992, 1.7470, 1.4930], [4.0939, 0.6658, 0.4753], [0.9370, -1.5936, -1.2269], [0.8986, 0.0618, 0.1282], [2.7909, -0.7579, -0.6435], [-1.4538, -1.0470, 0.1519], [-1.0088, 1.8789, -0.4707]],
  "smiles": "CSC(=S)n1ccnc1",
  "fmax_ev_per_a": 11.712,
  "de_lowest_ev": 1.648,
  "gap_ev": 8.131
}



(11)
{
  "formula": "C5H6N3O",
  "method": "the ωB97M-V functional and the def2-TZVPD basis",
  "symbols": ["C", "C", "C", "C", "C", "N", "N", "N", "O", "H", "H", "H", "H", "H", "H"],
  "xyz": [[1.8849, 0.9848, -0.3551], [0.5832, 1.1828, -0.8405], [2.0927, -0.2919, 0.1023], [1.1182, -1.3195, 0.0288], [-0.4717, 0.1596, -0.9357], [-2.6095, 1.0326, -0.2971], [-0.1262, -1.0774, -0.3587], [-2.7967, 0.3643, 0.6627], [-0.9509, -2.0834, -0.1584], [2.4172, 1.8587, -0.0594], [0.2462, 2.1384, -1.0994], [3.0119, -0.4849, 0.6359], [1.2085, -2.2223, 0.4970], [-2.5586, 0.5510, 1.7025], [-3.0493, -0.7926, 0.4750]],
  "fmax_ev_per_a": 5.326,
  "de_lowest_ev": 3.522,
  "gap_ev": 6.836,
  "total_charge": -1
}



(12)
{
  "formula": "C5H6N3O",
  "method": "the ωB97M-V functional and the def2-TZVPD basis",
  "symbols": ["C", "C", "C", "C", "C", "N", "N", "N", "O", "H", "H", "H", "H", "H", "H"],
  "xyz": [[-0.1735, -1.8185, -0.0251], [-1.3121, -1.0055, -0.0874], [1.1493, -1.4247, -0.0509], [-1.0731, 0.2884, -0.1684], [0.8841, 0.9175, -0.1321], [0.8074, 2.1710, 0.0497], [1.7104, -0.1262, -0.1820], [-1.8523, 1.3956, -0.2296], [3.0435, -0.0562, -0.0764], [-0.3623, -2.8633, 0.0432], [-2.3625, -1.4746, -0.0715], [1.9760, -2.0809, 0.2858], [1.6463, 2.7672, 0.2221], [-2.6787, 1.1532, 0.2480], [-1.4025, 2.1572, 0.1745]],
  "fmax_ev_per_a": 5.133,
  "de_lowest_ev": 0.914,
  "gap_ev": 6.257,
  "total_charge": -1
}



Question: Number 7 is which compound?
Answer: C5H6N2S